14
Properties=species:S:1:pos:R:3 method="wB97M-V/def2-TZVPD" e_above_lowest_ev=3.2086 charge=-1
C -1.8725 1.3542 -0.1838
O -2.1456 0.0029 0.1025
H -1.6747 1.5984 -1.2361
H -0.9417 1.6282 0.3222
H -2.7172 1.9575 0.1747
C 2.0448 -0.3214 1.0017
S 1.2046 0.2466 -0.5068
C 0.3156 -1.2322 -0.9341
H 3.0866 -0.5590 0.7715
H 2.0259 0.5440 1.6611
H 1.5362 -1.2043 1.3682
H 0.1299 -1.4258 -1.9823
H -1.3935 -0.5325 -0.3165
H 0.4016 -2.0568 -0.2422